Entry from the Open Molecules 2025 dataset: an isolated ion of composition C7H11N4O and charge +1 in a non-equilibrium geometry (wB97M-V/def2-TZVPD).

Geometry as XYZ:
```
23
Properties=species:S:1:pos:R:3:forces:R:3:lowdin_charge:R:1
O -0.510 1.476 1.856 -3.095 0.276 2.276 0.03
C -0.076 1.233 0.616 3.061 1.964 -0.885 -0.38
N 0.607 -0.113 0.662 0.055 0.917 -0.476 0.03
C 1.077 -0.558 1.787 -1.671 5.091 1.756 -0.10
N 1.785 -1.590 1.676 1.896 -4.496 -1.765 0.11
C 1.755 -2.129 0.265 0.511 2.429 -0.353 -0.02
C 1.079 -0.935 -0.460 -2.563 -0.629 -0.044 -0.05
N -1.008 1.282 -0.414 -1.151 -0.794 -1.945 -0.02
C -2.053 0.390 -0.722 2.122 3.055 -2.629 -0.05
C -2.368 0.600 -2.021 -1.332 -1.731 0.096 -0.12
N -1.475 1.451 -2.607 -0.590 0.615 -0.517 0.10
C -0.738 1.855 -1.644 2.370 1.588 0.714 -0.17
H -1.509 1.363 1.998 2.091 0.149 -0.558 0.19
H 0.730 2.135 0.436 -1.585 -2.483 -0.062 0.22
H 0.947 0.220 2.624 0.144 -2.214 -0.577 0.21
H 1.888 -2.367 2.282 0.340 0.187 1.607 0.16
H 1.174 -3.020 0.196 -0.356 -0.598 0.069 0.12
H 2.769 -2.278 -0.083 0.157 -0.253 0.052 0.13
H 1.445 -0.356 -1.269 1.896 0.622 -0.188 0.13
H 0.168 -1.225 -0.970 -0.426 -0.799 0.022 0.12
H -2.517 -0.142 -0.053 -2.384 -2.896 3.690 0.06
H -3.260 0.096 -2.491 1.418 0.848 0.108 0.14
H 0.091 2.610 -1.663 -0.908 -0.849 -0.391 0.15
```
Forces are in eV/Å.

Its net charge is +1. For the energy above the lowest of the compared OMol25 structures with the same formula, charge and spin, the calculation gives 2.324 eV. The HOMO-LUMO gap comes out at 9.423 eV. The structure (SMILES) is O[C@@H](N1C=[NH+]CC1)n1ccnc1.


Entry from the Open Molecules 2025 dataset: a 2-piece molecular cluster, C7H11N4O3 overall in a non-equilibrium geometry (wB97M-V/def2-TZVPD).

Geometry as XYZ:
```
25
Properties=species:S:1:pos:R:3:forces:R:3:lowdin_charge:R:1
C 1.038 0.134 -2.839 -0.008 0.042 -0.088 0.13
C 1.915 -0.180 -1.794 -0.967 0.268 0.094 -0.29
C -0.286 0.510 -2.569 0.762 -0.277 0.686 -0.29
C 0.242 0.227 -0.503 0.563 -0.072 -1.638 -0.03
C 4.015 -0.819 -0.912 0.591 -0.173 0.622 0.00
C -2.446 1.244 -3.215 -0.802 0.311 0.106 0.00
C -1.105 -0.970 4.027 -0.270 0.336 0.323 -0.06
N 1.434 -0.108 -0.498 -0.650 0.122 1.029 0.25
N -0.696 0.543 -1.247 -0.058 -0.023 1.271 0.24
N -1.205 1.313 2.417 -0.812 1.499 0.573 0.13
N -0.665 0.310 2.054 1.030 -0.429 -2.331 -0.14
O 3.137 -0.533 -2.000 -0.183 0.038 -0.565 0.02
O -1.117 0.811 -3.505 0.404 -0.145 -0.347 0.02
O -0.546 -0.837 2.720 0.134 -0.811 0.445 -0.13
H 1.381 0.099 -3.858 0.046 -0.012 -0.087 0.15
H 4.612 0.069 -0.696 -0.116 -0.054 -0.046 0.11
H 4.668 -1.624 -1.247 -0.127 0.107 -0.002 0.11
H 3.458 -1.119 -0.025 0.070 -0.011 -0.133 0.09
H -2.704 1.057 -2.173 0.015 -0.007 -0.169 0.09
H -3.110 0.696 -3.883 0.129 0.020 0.087 0.11
H -2.511 2.311 -3.434 0.072 -0.131 0.045 0.11
H -0.852 -1.981 4.329 -0.013 0.060 -0.026 0.10
H -2.192 -0.852 4.000 0.064 -0.004 0.011 0.09
H -0.660 -0.253 4.721 -0.023 -0.045 -0.036 0.09
H -1.645 1.370 3.346 0.148 -0.607 0.177 0.08
```
Forces are in eV/Å.

Its net charge is +1. For the energy above the lowest of the compared OMol25 structures with the same formula, charge and spin, the calculation gives 2.062 eV. The HOMO-LUMO gap comes out at 8.334 eV.


Entry from the Open Molecules 2025 dataset: one molecule with the formula C7H11NO in a non-equilibrium geometry (wB97M-V/def2-TZVPD).

Geometry as XYZ:
```
20
Properties=species:S:1:pos:R:3:forces:R:3:lowdin_charge:R:1
C 1.541 1.943 -0.387 0.138 -0.580 0.029 0.10
C 1.024 0.767 -0.035 0.336 -1.207 -2.254 -0.18
C 1.763 -0.603 -0.360 2.165 2.235 2.025 -0.39
C 1.524 -1.728 0.611 -0.448 -0.684 -0.523 -0.03
O 2.749 -0.579 -1.067 -0.983 -0.297 -0.280 0.08
C -0.408 0.490 -0.007 -0.640 -0.508 0.263 -0.35
C -1.348 1.432 0.684 -0.181 -0.107 -0.239 -0.02
N -0.696 -0.612 -0.587 0.089 0.671 0.269 0.02
C -2.038 -1.114 -0.649 -0.371 0.237 -0.128 -0.11
H 0.932 2.818 -0.561 -0.052 0.195 0.480 0.07
H 2.581 1.992 -0.675 0.114 0.044 -0.003 0.07
H 0.740 -2.353 0.183 0.167 -0.250 0.226 0.07
H 2.436 -2.307 0.735 0.052 0.048 -0.071 0.08
H 1.166 -1.380 1.577 -0.014 0.196 -0.009 0.08
H -1.966 1.946 -0.054 -0.103 0.030 0.017 0.09
H -2.014 0.873 1.343 -0.043 0.086 0.064 0.08
H -0.797 2.178 1.250 -0.051 -0.020 0.068 0.08
H -2.363 -1.483 0.328 0.030 -0.103 0.000 0.09
H -2.759 -0.351 -0.956 -0.096 0.026 -0.054 0.08
H -2.070 -1.929 -1.372 -0.108 -0.010 0.122 0.07
```
Forces are in eV/Å.

For the energy above the lowest of the compared OMol25 structures with the same formula, charge and spin, the calculation gives 2.089 eV. The HOMO-LUMO gap comes out at 9.649 eV. The structure (SMILES) is C=C(C(C)=O)/C(C)=N/C.


Entry from the Open Molecules 2025 dataset: a 2-piece molecular cluster, C7H11NO overall in a non-equilibrium geometry (wB97M-V/def2-TZVPD).

Geometry as XYZ:
```
20
Properties=species:S:1:pos:R:3:forces:R:3:lowdin_charge:R:1
C 3.220 0.072 -0.139 0.761 1.331 4.045 -0.09
C 1.996 -0.238 0.687 -1.388 0.186 -0.933 -0.13
C 1.015 -1.085 0.332 1.980 0.470 1.134 -0.06
C 0.542 -2.209 -0.107 -1.209 -2.821 0.433 -0.26
O 0.080 -3.313 -0.175 1.352 2.345 0.045 0.10
H 4.083 0.344 0.559 -0.874 -0.889 -0.638 0.10
H 3.157 0.995 -0.622 -0.717 1.522 -1.164 0.05
H 3.504 -0.653 -0.795 0.638 -2.110 -1.718 0.04
H 1.780 0.460 1.525 0.372 -0.637 -0.397 0.11
C -1.465 1.220 -0.309 -1.769 0.873 1.832 -0.05
C -1.476 -0.299 -0.258 -2.133 -0.867 -1.553 -0.45
C -2.421 -0.970 0.740 1.417 3.557 1.839 -0.02
N -0.972 -0.985 -1.228 -0.479 1.621 0.251 0.10
H -0.483 1.512 -0.567 1.060 0.749 -0.201 0.05
H -1.887 1.833 0.594 1.324 -1.573 -0.979 0.11
H -2.177 1.617 -1.039 0.221 -0.550 -0.557 0.08
H -2.935 -0.014 1.187 0.749 -2.301 0.025 0.10
H -1.844 -1.575 1.460 -0.160 0.654 0.144 0.09
H -3.167 -1.610 0.417 -1.254 -1.114 -1.516 0.04
H -0.503 -0.310 -1.846 0.110 -0.446 -0.092 0.08
```
Forces are in eV/Å.

For the energy above the lowest of the compared OMol25 structures with the same formula, charge and spin, the calculation gives 4.505 eV. The HOMO-LUMO gap comes out at 8.624 eV. The structure (SMILES) is CC=C=C=O.CC(C)=N.


Entry from the Open Molecules 2025 dataset: one molecule with the formula C7H11NO in a non-equilibrium geometry (wB97M-V/def2-TZVPD).

Geometry as XYZ:
```
20
Properties=species:S:1:pos:R:3:forces:R:3:lowdin_charge:R:1
C -1.636 -0.486 -1.362 -0.616 -0.044 -0.298 -0.08
C -0.180 -0.299 -1.142 -0.306 0.459 0.670 -0.24
C 0.577 0.948 -1.214 1.209 -0.077 -0.539 -0.11
C 0.345 0.597 0.243 0.500 -0.303 -1.113 -0.27
C -0.077 1.864 0.956 -1.523 0.153 1.080 -0.04
C 1.000 -0.418 1.084 -0.135 0.995 0.170 -0.29
O 1.482 -0.083 2.342 1.267 0.146 0.314 0.03
C 0.795 -1.690 0.831 0.495 1.581 -0.440 -0.16
N 0.476 -2.851 0.889 -2.285 -1.626 -0.816 0.14
H -1.897 -1.530 -1.143 -0.047 0.248 0.037 0.08
H -2.253 0.145 -0.721 0.000 0.072 -0.124 0.08
H -1.901 -0.310 -2.410 -0.127 0.044 0.023 0.08
H 0.377 -1.137 -1.555 0.235 -0.156 0.905 0.12
H 0.016 1.791 -1.625 0.218 0.090 0.663 0.12
H 1.602 0.938 -1.562 0.034 -0.293 -0.427 0.11
H -0.284 2.739 0.332 -0.080 -0.549 -0.261 0.08
H -0.954 1.706 1.590 0.015 0.170 0.225 0.08
H 0.734 2.212 1.613 -0.072 -0.527 -0.123 0.09
H 1.465 -0.884 2.894 -0.069 0.570 -0.260 0.11
H 0.315 -3.252 -0.039 1.285 -0.952 0.316 0.08
```
Forces are in eV/Å.

For the energy above the lowest of the compared OMol25 structures with the same formula, charge and spin, the calculation gives 5.478 eV. The HOMO-LUMO gap comes out at 7.562 eV. The structure (SMILES) is C[C@H]1C[C@]1(C)C(O)=C=N.


Entry from the Open Molecules 2025 dataset: C7H11NO as an isolated structure in a non-equilibrium geometry (wB97M-V/def2-TZVPD).

Geometry as XYZ:
```
20
Properties=species:S:1:pos:R:3:forces:R:3:lowdin_charge:R:1
C 1.968 0.103 -0.250 0.815 1.230 -0.984 -0.19
C -0.094 -1.324 0.387 1.795 -1.504 -0.500 -0.17
C 0.110 -0.166 1.298 -1.788 0.051 0.544 -0.10
C -0.465 0.106 -1.202 1.826 1.640 -2.735 -0.20
C -1.321 -0.844 -0.597 0.741 -0.902 3.617 -0.11
C -1.841 0.431 0.195 0.299 0.614 -1.321 0.01
C 0.978 1.560 -0.271 0.826 -0.581 -0.163 -0.09
H 2.566 0.080 -1.243 -0.924 0.119 1.794 0.12
H 2.715 0.247 0.641 -1.209 -0.852 -1.575 0.11
H -0.093 -2.374 0.692 -0.319 0.330 0.320 0.14
H 1.186 -0.076 1.676 -2.190 0.108 -0.328 0.14
H -0.727 0.003 2.015 1.424 -0.546 0.375 0.13
H -1.048 0.843 -1.724 0.434 0.487 -0.664 0.12
H 0.450 -0.217 -1.784 -1.485 0.661 0.857 0.15
H -1.832 -1.596 -1.140 -0.851 -0.499 -0.226 0.13
H -2.300 0.447 1.141 -0.215 -0.473 1.371 0.09
H -2.406 1.151 -0.400 0.228 -0.321 -0.283 0.12
H 1.176 2.064 0.650 1.063 0.581 0.846 -0.01
N -0.302 0.804 0.207 -0.084 -0.962 -1.676 -0.17
O 1.282 -1.245 -0.290 -0.385 0.818 0.732 -0.22
```
Forces are in eV/Å.

For the energy above the lowest of the compared OMol25 structures with the same formula, charge and spin, the calculation gives 10.181 eV. The HOMO-LUMO gap comes out at 7.368 eV.


> Look up the HOMO-LUMO gap of the fourth one.

8.624 eV


> What is the HOMO-LUMO gap in the fifth record?

7.562 eV


What did the second record say?
Entry from the Open Molecules 2025 dataset: a 2-piece molecular cluster, C7H11N4O3 overall in a non-equilibrium geometry (wB97M-V/def2-TZVPD).

Geometry as XYZ:
```
25
Properties=species:S:1:pos:R:3:forces:R:3:lowdin_charge:R:1
C 1.038 0.134 -2.839 -0.008 0.042 -0.088 0.13
C 1.915 -0.180 -1.794 -0.967 0.268 0.094 -0.29
C -0.286 0.510 -2.569 0.762 -0.277 0.686 -0.29
C 0.242 0.227 -0.503 0.563 -0.072 -1.638 -0.03
C 4.015 -0.819 -0.912 0.591 -0.173 0.622 0.00
C -2.446 1.244 -3.215 -0.802 0.311 0.106 0.00
C -1.105 -0.970 4.027 -0.270 0.336 0.323 -0.06
N 1.434 -0.108 -0.498 -0.650 0.122 1.029 0.25
N -0.696 0.543 -1.247 -0.058 -0.023 1.271 0.24
N -1.205 1.313 2.417 -0.812 1.499 0.573 0.13
N -0.665 0.310 2.054 1.030 -0.429 -2.331 -0.14
O 3.137 -0.533 -2.000 -0.183 0.038 -0.565 0.02
O -1.117 0.811 -3.505 0.404 -0.145 -0.347 0.02
O -0.546 -0.837 2.720 0.134 -0.811 0.445 -0.13
H 1.381 0.099 -3.858 0.046 -0.012 -0.087 0.15
H 4.612 0.069 -0.696 -0.116 -0.054 -0.046 0.11
H 4.668 -1.624 -1.247 -0.127 0.107 -0.002 0.11
H 3.458 -1.119 -0.025 0.070 -0.011 -0.133 0.09
H -2.704 1.057 -2.173 0.015 -0.007 -0.169 0.09
H -3.110 0.696 -3.883 0.129 0.020 0.087 0.11
H -2.511 2.311 -3.434 0.072 -0.131 0.045 0.11
H -0.852 -1.981 4.329 -0.013 0.060 -0.026 0.10
H -2.192 -0.852 4.000 0.064 -0.004 0.011 0.09
H -0.660 -0.253 4.721 -0.023 -0.045 -0.036 0.09
H -1.645 1.370 3.346 0.148 -0.607 0.177 0.08
```
Forces are in eV/Å.

Its net charge is +1. For the energy above the lowest of the compared OMol25 structures with the same formula, charge and spin, the calculation gives 2.062 eV. The HOMO-LUMO gap comes out at 8.334 eV.


> Which formula does entry 4 have?

C7H11NO